{
  "formula": "C5H10N2O",
  "method": "wB97M-V/def2-TZVPD",
  "species": ["C", "C", "C", "N", "C", "C", "N", "O", "H", "H", "H", "H", "H", "H", "H", "H", "H", "H"],
  "coordinates": [[0.647, -1.553, 0.273], [1.605, -0.592, -0.349], [-0.614, -0.338, -1.646], [0.335, 1.195, 1.665], [-0.355, 0.769, 0.627], [0.140, -0.246, -0.334], [-1.670, 1.136, 0.546], [1.538, 1.719, 1.368], [-0.201, 1.758, 2.340], [-2.325, 0.525, 0.082], [-2.047, 1.698, 1.296], [0.657, -1.632, 1.350], [0.405, -2.470, -0.246], [2.027, -0.832, -1.314], [2.254, -0.030, 0.303], [-0.654, 0.638, -2.132], [-0.108, -1.035, -2.315], [-1.634, -0.710, -1.516]],
  "lowdin_charge": [-0.06, -0.08, -0.04, -0.09, -0.27, -0.40, 0.17, -0.25, 0.15, 0.10, 0.11, 0.11, 0.10, 0.11, 0.09, 0.09, 0.09, 0.07],
  "multiplicity": 1,
  "e_homo_ev": [-7.1, -7.1],
  "lumo_ha": [0.022, 0.022],
  "charge": 0,
  "e_above_lowest_kj_mol": 377.04,
  "homo_lumo_gap_ha": [0.28352, 0.28358]
}